[1]
19
Properties=species:S:1:pos:R:3 method="wB97M-V/def2-TZVPD" relative_energy_kcal_mol=89.73 lumo_energy_ev=-3.540 orbital_gap_ev=10.2369 charge=+1
C -1.4628 -0.2774 0.4784
C 1.4629 1.1175 -0.8025
C -1.5642 0.9794 1.2575
C 2.2100 -0.5283 0.9234
N 1.4479 0.5925 0.2954
N -1.0069 -0.4879 -0.6667
N 0.6991 1.5115 -1.6790
N -0.8113 -1.6460 -1.3687
H -1.7402 1.7899 0.5660
H -0.6286 1.3136 1.7536
H -2.4181 0.8789 1.9147
H 3.3411 -0.7530 0.8405
H 1.7369 -1.3955 0.4532
H 2.0170 -0.4584 1.9781
H -0.5225 0.3004 -1.2078
H -1.7540 -1.1791 1.0615
H 0.9326 2.2351 -2.3570
H -1.0799 -2.5265 -1.0475
H -0.8591 -1.4666 -2.3930


[2]
19
Properties=species:S:1:pos:R:3 method="wB97M-V/def2-TZVPD" relative_energy_kcal_mol=131.26 lumo_energy_ev=-5.449 orbital_gap_ev=8.9374 charge=+1
C 1.6116 -0.7927 0.7186
C 1.8820 1.7799 0.6353
C -3.0237 -0.9982 -0.0677
C 0.9969 0.5787 0.4281
N -0.2780 -0.5398 -2.3682
N -0.2284 0.5929 0.1394
N -1.1738 -0.6549 -1.5573
N -2.2137 -1.0993 -1.2382
H 0.8691 -1.5267 0.4710
H 2.5784 -0.7702 0.2488
H 1.7378 -0.7429 1.8071
H 2.3493 1.7749 1.6445
H 1.4706 2.7676 0.4335
H 2.8246 1.6999 0.0796
H -4.0067 -1.0738 -0.3497
H -2.8926 0.0408 0.4562
H -2.6528 -1.8273 0.5761
H -0.5956 1.5015 0.1826
H 0.7449 -0.7102 -2.2396


[3]
19
Properties=species:S:1:pos:R:3 method="wB97M-V/def2-TZVPD" relative_energy_kcal_mol=86.72 smiles="CN1CC(N)=N[N@@H+]1C" lumo_energy_ev=-2.916 orbital_gap_ev=11.1299 charge=+1
C -1.3348 1.4034 0.7478
N -0.8298 0.4065 -0.1906
C 0.4820 0.7791 -0.7663
C 1.4074 0.0071 0.0966
N 2.7130 0.2784 0.2041
N 0.7575 -0.9264 0.8599
N -0.5787 -0.7898 0.4136
C -1.0081 -1.8525 -0.6184
H -2.0142 0.9370 1.5221
H -0.7567 2.1859 1.3774
H -1.9706 2.0908 0.1448
H 0.6962 1.8631 -0.7501
H 0.3209 0.3898 -1.8449
H 3.1757 0.9508 -0.4211
H 3.2821 -0.3640 0.7357
H -1.1797 -1.0190 1.3176
H -0.6730 -1.4970 -1.6412
H -0.3668 -2.7912 -0.4255
H -2.1225 -2.0517 -0.7615


[4]
20
Properties=species:S:1:pos:R:3 method="wB97M-V/def2-TZVPD" relative_energy_kcal_mol=55.53 smiles="N/C(O)=C/CNNC=[NH2+]" lumo_energy_ev=-3.105 orbital_gap_ev=9.4383 charge=+1
N 2.4367 0.8646 -0.1861
C 1.5263 -0.0762 -0.0067
O 1.6355 -0.9768 0.9776
C 0.4130 -0.1902 -0.8502
C -0.3963 -1.3891 -0.8928
N -1.6984 -1.1560 -0.1749
N -1.4044 -0.4799 0.9286
C -0.9459 0.7843 0.6975
N -1.6498 1.6406 0.0018
H 2.4797 1.3698 -1.1338
H 2.6966 1.5022 0.5481
H 2.4502 -0.9776 1.4701
H 0.3287 0.4575 -1.7130
H -0.8148 -1.6566 -1.8892
H 0.2878 -2.1630 -0.5677
H -2.1416 -2.0488 0.0048
H -1.1777 -0.7458 1.8716
H -0.4232 1.2825 1.5843
H -2.0527 1.3136 -0.8215
H -1.5497 2.6450 0.1517


[5]
20
Properties=species:S:1:pos:R:3 method="wB97M-V/def2-TZVPD" relative_energy_kcal_mol=17.30 lumo_energy_ev=0.741 orbital_gap_ev=8.8138
H -2.8033 0.0503 0.0572
N -2.1629 0.1673 -0.7045
C -1.0428 0.2700 -0.2611
N -0.8788 0.1464 1.1159
C -0.3212 -0.9404 1.4757
N -0.4941 -1.1393 2.8017
N 0.6646 -1.6250 0.8553
N 0.0589 0.6764 -0.9934
C 0.1581 0.4914 -2.4494
C 1.1618 1.4350 -0.4076
H 0.3296 -1.4602 3.2726
H -0.9881 -0.2520 3.1659
H 0.6386 -1.5131 -0.1587
H 0.7760 -2.5437 1.1990
H -0.7277 -0.0569 -2.8448
H 0.0904 1.5293 -2.7710
H 1.0496 -0.0937 -2.7984
H 0.9154 2.0507 0.4370
H 1.8348 0.7611 0.0757
H 1.7413 2.0466 -1.0669


[6]
21
Properties=species:S:1:pos:R:3 method="wB97M-V/def2-TZVPD" relative_energy_kcal_mol=225.59 lumo_energy_ev="-10.324 / -10.425" orbital_gap_ev="6.4754 / 6.1745" charge=+2
C 2.1478 -0.4245 -0.5460
C -2.9394 1.2211 -0.4597
C -3.6101 1.4643 -1.7277
C 3.7164 -1.4373 1.0438
N 1.0080 -0.2458 -0.9817
N 2.3933 -1.0641 0.6935
N -1.6810 0.5462 -0.4630
N 1.3512 -1.0316 1.5242
N -1.2154 0.1527 0.5700
O -3.2739 1.7124 0.6858
H 3.1269 -0.1248 -1.1446
H -2.9577 1.7595 -2.4544
H -3.8557 0.4139 -2.2618
H -4.3657 2.3353 -1.6391
H 3.5904 -1.8321 2.1309
H 4.2641 -2.1008 0.4156
H 4.4978 -0.6896 1.1781
H -1.2998 0.5105 -1.4982
H 1.3874 -1.6502 2.3098
H 0.3546 -0.8589 1.1346
H -2.6395 1.3437 1.4898


[7]
17
Properties=species:S:1:pos:R:3 method="wB97M-V/def2-TZVPD" relative_energy_kcal_mol=34.52 lumo_energy_ev="3.934 / 3.882" orbital_gap_ev="2.7462 / 8.4339" multiplicity=2 s2=0.750 charge=-1
C 0.4844 -1.1842 -1.8560
N -0.0271 0.1785 0.5262
C -0.1272 0.9310 -0.7304
C 0.1743 0.2827 -1.8116
C -0.5305 2.3715 -0.5504
H 1.2981 -1.3784 -1.1334
H -0.5017 -1.6663 -1.5089
H 0.8365 -1.6899 -2.6997
H 0.7492 -0.4408 0.2901
H -0.0719 0.7538 1.4087
H 0.3006 0.8493 -2.8194
H 0.1756 3.0321 -1.0057
H -0.1317 2.7209 0.4433
H -1.6061 2.5252 -0.8175
H 0.1051 -2.5268 4.7824
H -0.4711 -2.2685 3.3050
O -0.6564 -2.4902 4.1774


[8]
17
Properties=species:S:1:pos:R:3 method="wB97M-V/def2-TZVPD" relative_energy_kcal_mol=29.16 lumo_energy_ev="4.031 / 3.931" orbital_gap_ev="2.7495 / 8.9835" multiplicity=2 s2=0.750 charge=-1
C 1.7582 -0.6350 1.8181
C 0.9452 0.0847 1.0228
N 0.2552 -0.2704 -0.1836
C -1.0448 0.3879 -0.3528
C -2.1516 -0.6190 -0.5351
H 2.0453 -0.1768 2.8046
H 2.0974 -1.5598 1.4441
H 0.4780 0.9444 1.5204
H 0.3621 -1.3037 -0.2859
H -1.3097 0.8198 0.6044
H -0.8663 1.0633 -1.1772
H -2.1170 -1.3792 -1.3595
H -2.2615 -1.2111 0.3889
H -3.0851 -0.0639 -0.6968
H 1.1772 0.6482 -1.8762
H 1.9393 1.8202 -1.1171
O 1.7782 1.4505 -2.0190


[9]
17
Properties=species:S:1:pos:R:3 method="wB97M-V/def2-TZVPD" relative_energy_kcal_mol=61.08 smiles=CCNCCO lumo_energy_ev=1.003 orbital_gap_ev=9.9107
C -2.0897 -1.3773 0.2163
C -1.1617 -0.2341 -0.3428
N 0.0321 -0.3260 0.4453
C 1.4495 -0.0915 -0.0021
C 1.7315 1.4096 -0.1820
O 1.4876 2.0488 1.0193
H -2.9557 -1.2694 -0.6096
H -2.3632 -1.3085 1.2219
H -1.7581 -2.3129 -0.1477
H -1.6288 0.7727 -0.3292
H -0.9640 -0.5971 -1.3981
H 0.1310 -1.3468 0.7459
H 1.7611 -0.7179 -0.9307
H 2.1297 -0.3921 0.8073
H 2.7097 1.8202 -0.6021
H 0.9178 1.6779 -0.8234
H 0.5712 2.2444 0.9116


[10]
17
Properties=species:S:1:pos:R:3 method="wB97M-V/def2-TZVPD" relative_energy_kcal_mol=50.17 smiles="CN=C(C)C.O" lumo_energy_ev=0.576 orbital_gap_ev=10.1804
C -1.5994 -0.0844 -1.0968
N -0.8848 0.5635 -0.0151
C 0.3922 0.3035 0.1957
C 1.1467 1.3774 0.9601
C 1.2299 -0.4846 -0.7957
H -2.6586 -0.1424 -0.8360
H -1.5181 0.5251 -2.0044
H -1.2506 -1.0940 -1.3261
H 1.9777 0.9176 1.4998
H 1.5651 2.1273 0.2825
H 0.4775 1.8963 1.6495
H 1.1844 -0.0652 -1.8041
H 2.2806 -0.4786 -0.4978
H 0.8724 -1.5160 -0.8310
O -1.0472 -1.6552 1.5485
H -1.9343 -1.2659 1.4580
H -0.2335 -0.9244 1.6130